(1)
{"formula": "C2H6ClNO", "method": "ωB97M-V/def2-TZVPD", "total_energy_ev": -18230.7384, "smiles": "OCNCCl", "largest_force_ev_per_a": 3.1, "symbols": ["C", "C", "N", "O", "Cl", "H", "H", "H", "H", "H", "H"], "coordinates": [[-1.0247, 0.1772, -0.6417], [1.1163, -0.7593, 0.5027], [0.0178, 0.1017, 0.5551], [-1.5496, 1.4417, -0.6968], [2.6280, 0.1728, 0.9693], [-1.8457, -0.5186, -0.4606], [-0.4554, -0.1061, -1.5354], [1.3136, -1.1162, -0.5073], [1.0992, -1.5902, 1.2139], [-0.4684, 0.1246, 1.4381], [-0.8313, 2.0723, -0.8374]], "forces_ev_per_a": [[2.229, -0.656, 2.051], [0.276, -0.005, 0.099], [-2.384, 0.252, -2.030], [-0.292, 0.526, -0.154], [0.292, -0.125, -0.009], [0.054, 0.097, -0.093], [-0.069, -0.033, 0.108], [-0.110, -0.020, 0.097], [0.006, 0.106, -0.197], [0.053, -0.031, 0.051], [-0.054, -0.112, 0.077]]}

(2)
{"formula": "C5H14", "method": "ωB97M-V/def2-TZVPD", "total_energy_ev": -5411.6275, "smiles": "CCC.CC", "largest_force_ev_per_a": 1.4, "symbols": ["C", "C", "C", "H", "H", "H", "H", "H", "H", "H", "H", "C", "C", "H", "H", "H", "H", "H", "H"], "coordinates": [[-0.9172, 2.2879, 0.2485], [-2.0702, 1.3440, 0.5897], [0.3820, 1.5639, 0.0048], [-1.2477, 2.7845, -0.6752], [-0.8853, 3.1452, 0.9285], [-2.0556, 0.5329, -0.1419], [0.3785, 0.8999, -0.8588], [-3.0108, 1.8846, 0.5803], [-2.0328, 0.8972, 1.5858], [1.2208, 2.2427, -0.1670], [0.6434, 0.9362, 0.8611], [1.1379, -1.8894, 0.2781], [1.2773, -2.6574, -1.0273], [0.6890, -2.5734, 0.9934], [2.0792, -1.4533, 0.6161], [0.4574, -1.0442, 0.2633], [1.3869, -3.7245, -0.8013], [0.3922, -2.6492, -1.6534], [2.1749, -2.5275, -1.6247]], "forces_ev_per_a": [[-1.117, 0.435, -0.779], [0.240, -0.001, 0.315], [0.799, 0.126, 0.437], [0.287, -0.123, -0.117], [0.454, -0.410, 0.377], [-0.376, 0.009, 0.044], [-0.414, 0.017, -0.099], [-0.254, -0.045, -0.334], [0.410, -0.035, 0.008], [-0.067, 0.099, 0.108], [0.037, 0.159, 0.034], [-0.189, 0.228, -0.066], [0.141, -1.374, -0.070], [0.374, 0.077, 0.469], [0.048, -0.443, 0.244], [-0.134, -0.035, -0.500], [-0.122, -0.013, 0.254], [-0.090, 0.438, -0.211], [-0.028, 0.891, -0.115]]}

(3)
{"formula": "C3H10NO", "method": "ωB97M-V/def2-TZVPD", "total_energy_ev": -6810.4650, "total_charge": -1, "largest_force_ev_per_a": 0.6, "symbols": ["N", "C", "O", "H", "H", "H", "H", "C", "C", "H", "H", "H", "H", "H", "H"], "coordinates": [[1.0184, 2.1740, 1.2528], [-0.1604, 1.4649, 0.6497], [-0.3407, 0.2081, 1.0479], [1.7768, 1.4978, 1.2106], [0.8318, 2.2837, 2.2461], [-1.0232, 2.1469, 0.8603], [0.0349, 1.5700, -0.4527], [-0.5916, -1.3361, -1.8911], [0.0572, -2.2481, -0.8480], [-1.6711, -1.2767, -1.7322], [-0.4169, -1.6798, -2.9150], [-0.2345, -0.3140, -1.7671], [-0.3677, -3.2526, -0.9496], [1.1390, -2.2736, -0.9864], [-0.1544, -1.8328, 0.1370]], "forces_ev_per_a": [[0.136, 0.368, 0.023], [-0.026, -0.325, -0.078], [-0.018, 0.118, 0.019], [-0.021, -0.061, 0.015], [-0.051, -0.157, 0.017], [0.026, 0.076, 0.012], [-0.064, 0.003, 0.002], [-0.058, 0.122, 0.230], [-0.440, 0.161, -0.323], [0.005, -0.108, -0.011], [0.051, 0.056, -0.022], [0.114, -0.020, -0.081], [0.245, -0.100, 0.130], [0.022, -0.165, 0.027], [0.078, 0.033, 0.041]]}

(4)
{"formula": "C9H18N", "method": "ωB97M-V/def2-TZVPD", "total_energy_ev": -11103.5558, "smiles": "CCCC(C)(C)[N+]1(C)C=C1", "total_charge": 1, "largest_force_ev_per_a": 5.0, "symbols": ["C", "C", "C", "C", "C", "C", "C", "C", "C", "N", "H", "H", "H", "H", "H", "H", "H", "H", "H", "H", "H", "H", "H", "H", "H", "H", "H", "H"], "coordinates": [[-0.9046, -2.2530, 0.8907], [0.2924, -2.6963, 1.2027], [-1.5047, 2.6959, -1.2829], [0.6825, -1.4465, -1.3151], [2.0683, 0.3055, -0.0553], [0.1781, -0.3563, 2.3119], [-0.8923, 1.8126, -0.1805], [-0.5249, 0.4999, -0.7080], [0.6879, -0.3253, -0.3206], [0.1749, -1.2367, 1.1350], [-1.8357, -2.1443, 0.4732], [1.0277, -3.3339, 1.5697], [-2.1564, 2.0533, -1.8724], [-2.1947, 3.4804, -0.9754], [-0.7964, 3.0925, -2.0178], [1.1560, -1.3657, -2.3257], [1.0072, -2.4967, -1.0360], [-0.3449, -1.6644, -1.5429], [2.4465, -0.4490, 0.5422], [2.5029, 0.2966, -1.0054], [1.9313, 1.2583, 0.4901], [-0.3976, 0.5535, 1.9400], [-0.2995, -0.9045, 3.2097], [1.1595, -0.0718, 2.5566], [-1.7202, 1.6441, 0.6086], [-0.0116, 2.3706, 0.1546], [-0.2249, 0.7738, -1.7860], [-1.5069, -0.0924, -0.6608]], "forces_ev_per_a": [[4.760, -0.161, 1.463], [-3.257, 1.972, -0.366], [-0.872, -0.676, -0.673], [0.642, -2.729, -1.426], [-3.799, 0.524, 0.763], [-2.948, -0.242, 0.334], [-1.299, 2.238, 1.730], [-0.190, -0.529, -2.188], [-0.937, -1.632, 1.053], [0.397, 0.940, -1.988], [-2.057, -0.200, -0.523], [0.941, -1.165, 0.208], [-0.173, -0.197, -0.236], [0.474, 0.175, 0.473], [0.209, 0.004, 0.444], [-0.104, 0.924, 1.008], [0.316, 1.419, 0.386], [-0.639, -0.030, -0.331], [1.860, -1.079, 1.311], [1.195, 0.670, -1.172], [0.646, -0.424, -0.579], [0.608, -1.074, 1.167], [0.584, 1.114, -1.473], [1.332, 0.276, 0.265], [1.615, 0.804, -0.685], [-0.251, -0.149, 0.777], [-0.734, -1.035, 0.991], [1.681, 0.262, -0.733]]}

The records above yield ΔE to the lowest compared entry with this formula, charge and spin values of 19.0, 9.7, 7.1, 96.1 kcal per mole, respectively.